{
  "formula": "C81H182F6N10O10S2",
  "method": "the ωB97M-V functional and the def2-TZVPD basis",
  "elements": ["C", "O", "C", "C", "N", "H", "H", "C", "C", "O", "C", "H", "H", "H", "H", "H", "H", "H", "H", "H", "H", "H", "H", "H", "H", "C", "O", "C", "C", "N", "H", "H", "C", "C", "O", "C", "H", "H", "H", "H", "H", "H", "H", "H", "H", "H", "H", "H", "H", "H", "C", "C", "C", "N", "C", "C", "C", "C", "C", "H", "H", "H", "H", "H", "H", "H", "H", "H", "H", "H", "H", "H", "H", "H", "H", "H", "H", "C", "C", "C", "N", "C", "C", "C", "C", "C", "H", "H", "H", "H", "H", "H", "H", "H", "H", "H", "H", "H", "H", "H", "H", "H", "H", "H", "C", "C", "C", "N", "C", "C", "C", "C", "C", "H", "H", "H", "H", "H", "H", "H", "H", "H", "H", "H", "H", "H", "H", "H", "H", "H", "H", "C", "C", "C", "N", "C", "C", "C", "C", "C", "H", "H", "H", "H", "H", "H", "H", "H", "H", "H", "H", "H", "H", "H", "H", "H", "H", "H", "C", "C", "C", "N", "C", "C", "C", "C", "C", "H", "H", "H", "H", "H", "H", "H", "H", "H", "H", "H", "H", "H", "H", "H", "H", "H", "H", "C", "C", "C", "N", "C", "C", "C", "C", "C", "C", "H", "H", "H", "H", "H", "H", "H", "H", "H", "H", "H", "H", "H", "H", "H", "H", "H", "H", "H", "H", "C", "C", "C", "N", "C", "C", "C", "C", "C", "C", "H", "H", "H", "H", "H", "H", "H", "H", "H", "H", "H", "H", "H", "H", "H", "H", "H", "H", "H", "H", "C", "C", "C", "N", "C", "C", "C", "C", "C", "C", "H", "H", "H", "H", "H", "H", "H", "H", "H", "H", "H", "H", "H", "H", "H", "H", "H", "H", "H", "H", "C", "F", "F", "F", "S", "O", "O", "O", "C", "F", "F", "F", "S", "O", "O", "O"],
  "coordinates": [[0.012802, 6.327050, -5.150262], [-0.735744, 5.122229, -4.887055], [-2.088304, 5.231012, -5.259300], [-2.915035, 6.054639, -4.350758], [-2.616625, 5.613073, -2.886349], [-2.905277, 4.660132, -2.716997], [-1.614295, 5.584624, -2.765394], [-3.246720, 6.491649, -1.778208], [-2.427172, 6.393958, -0.479465], [-1.094211, 6.610867, -0.789879], [-0.688922, 7.957520, -1.219388], [-0.261380, 7.072111, -4.403392], [-0.233901, 6.867813, -6.063942], [1.046929, 5.994587, -5.060057], [-2.540154, 4.285135, -5.558057], [-2.118144, 5.575716, -6.292933], [-3.979435, 5.940011, -4.555709], [-2.546614, 7.080265, -4.329258], [-4.262706, 6.111985, -1.669968], [-3.376945, 7.477463, -2.224656], [-2.470218, 5.442893, 0.051314], [-2.859860, 7.177024, 0.143181], [-0.653342, 8.582616, -0.327154], [-1.429853, 8.425625, -1.867465], [0.332333, 8.041857, -1.590909], [-2.451425, -2.244045, -4.428398], [-2.416515, -1.129714, -5.317284], [-3.626809, -0.444255, -5.547894], [-3.266482, 0.723193, -6.399422], [-1.891726, 1.279204, -5.933204], [-1.921828, 1.840593, -5.094133], [-1.294482, 0.498826, -5.699964], [-1.076404, 1.981254, -7.002400], [0.281215, 2.375440, -6.375395], [0.862992, 1.117492, -6.116236], [2.270017, 1.192406, -6.141427], [-2.363144, -1.897761, -3.398640], [-1.589132, -2.807902, -4.784208], [-3.334385, -2.861075, -4.595024], [-4.267065, -0.179387, -4.706457], [-4.185978, -1.174879, -6.132376], [-3.966298, 1.546860, -6.258226], [-3.225606, 0.501990, -7.465961], [-1.695395, 2.852658, -7.215997], [-1.039286, 1.361322, -7.898172], [0.129242, 2.905302, -5.435050], [0.853757, 2.979694, -7.079065], [2.669104, 0.184792, -6.024998], [2.423363, 1.848879, -5.284905], [2.690574, 1.624979, -7.049237], [5.333382, 1.847104, -3.356738], [5.491064, 3.087531, -2.479994], [5.258410, 4.540061, -3.081470], [4.785838, 5.708636, -2.173313], [5.858640, 5.971612, -1.108983], [3.446564, 5.531994, -1.423655], [2.401031, 5.895644, -2.461735], [2.980648, 7.204822, -2.995061], [4.511979, 6.962001, -3.090101], [4.279690, 1.761028, -3.622107], [5.742084, 0.947394, -2.896752], [5.977992, 2.055658, -4.210604], [6.482924, 3.078184, -2.028075], [4.819386, 3.085140, -1.621536], [4.363004, 4.561668, -3.702656], [6.046495, 4.922710, -3.730012], [5.796287, 5.107596, -0.447399], [5.792170, 6.936961, -0.607194], [6.853429, 5.983391, -1.554362], [3.408414, 6.177512, -0.546180], [3.384521, 4.521473, -1.019791], [1.433550, 5.928310, -1.960725], [2.346121, 5.067591, -3.168427], [2.781351, 8.054186, -2.341640], [2.567772, 7.460496, -3.970898], [5.120959, 7.817091, -2.796741], [4.943927, 6.799432, -4.077575], [-5.033360, 4.561729, 2.483506], [-4.203347, 3.255426, 2.582762], [-5.121473, 2.151988, 2.998717], [-4.406268, 0.774070, 3.342610], [-3.325475, 0.339643, 2.308172], [-5.423127, -0.328298, 3.746288], [-4.655674, -1.257107, 4.680767], [-3.557294, -0.403637, 5.352524], [-3.601061, 1.000593, 4.676476], [-5.991272, 4.364122, 2.002398], [-4.632587, 5.453183, 2.001015], [-5.401164, 4.914480, 3.447033], [-3.246895, 3.349278, 3.097041], [-3.871440, 2.904405, 1.605663], [-5.841968, 1.823728, 2.249555], [-5.784269, 2.399466, 3.827914], [-2.570903, 1.121750, 2.224325], [-3.868580, 0.185784, 1.375721], [-2.839006, -0.612870, 2.518330], [-5.815423, -0.799109, 2.844876], [-6.248223, 0.204382, 4.219111], [-4.347076, -2.201727, 4.232927], [-5.369924, -1.441831, 5.483161], [-2.581002, -0.865966, 5.206836], [-3.713701, -0.367404, 6.430637], [-2.683287, 1.514895, 4.391376], [-4.148376, 1.696197, 5.312626], [-0.922097, -4.582009, -2.160579], [0.522085, -3.935740, -2.294436], [1.274688, -4.349319, -3.608077], [2.736853, -3.813251, -3.732480], [3.671090, -4.549500, -2.780475], [2.744941, -2.243497, -3.577328], [4.003655, -1.787175, -4.389529], [4.193878, -2.843966, -5.504155], [3.179064, -3.975426, -5.255223], [-1.437361, -4.290045, -1.245502], [-0.818491, -5.667069, -2.160381], [-1.554210, -4.337683, -3.014305], [1.097993, -4.177868, -1.401239], [0.315983, -2.865548, -2.276925], [0.686422, -4.106663, -4.493038], [1.487397, -5.418311, -3.618167], [3.654893, -5.622729, -2.970258], [3.472534, -4.327963, -1.731866], [4.669500, -4.283049, -3.127292], [2.749966, -2.020634, -2.510367], [1.866293, -1.858118, -4.094585], [4.833378, -1.829538, -3.683926], [4.035981, -0.734588, -4.670824], [5.190241, -3.282461, -5.559793], [4.196494, -2.364343, -6.482961], [3.546842, -4.995702, -5.364236], [2.326628, -3.959037, -5.934327], [-4.487430, -3.133324, 1.028635], [-5.074516, -4.512550, 0.785783], [-5.709699, -4.643355, -0.625253], [-6.203664, -6.038291, -1.045592], [-7.481730, -6.379638, -0.262223], [-5.188614, -7.258312, -0.859387], [-4.336940, -7.256878, -2.140506], [-5.205330, -6.728828, -3.225473], [-6.348198, -5.956790, -2.570039], [-4.947774, -2.248563, 0.588902], [-3.480613, -3.040013, 0.621544], [-4.390109, -2.953055, 2.099208], [-5.748583, -4.679348, 1.625981], [-4.307852, -5.280316, 0.889941], [-4.912153, -4.482607, -1.350646], [-6.401118, -3.901629, -1.025112], [-7.091925, -6.296308, 0.752282], [-7.994215, -7.292511, -0.565732], [-8.081701, -5.477731, -0.383462], [-5.842476, -8.128958, -0.808947], [-4.671139, -7.318287, 0.098061], [-3.813991, -8.164261, -2.442610], [-3.485547, -6.592277, -1.993783], [-5.621914, -7.529280, -3.836900], [-4.631353, -6.055374, -3.861943], [-7.332249, -6.362262, -2.805275], [-6.363842, -4.921785, -2.911550], [7.452696, -1.604493, -1.471871], [6.976208, -2.567960, -0.359890], [5.569332, -2.239422, 0.173216], [5.214257, -2.884205, 1.532665], [5.171746, -4.449434, 1.393351], [3.913475, -2.311419, 2.082545], [3.780194, -2.764167, 3.564659], [5.249657, -2.743660, 3.991813], [6.122325, -2.656066, 2.725793], [6.627058, -1.573118, -2.182815], [8.378025, -1.923083, -1.951858], [7.547875, -0.590849, -1.082571], [7.676240, -2.530005, 0.474745], [6.955379, -3.564176, -0.801732], [4.770433, -2.516068, -0.514778], [5.489079, -1.168763, 0.361227], [6.157393, -4.780769, 1.066516], [4.345912, -4.816341, 0.783857], [5.060908, -4.945478, 2.357591], [3.045196, -2.537913, 1.463770], [4.020184, -1.226991, 2.055875], [3.327420, -3.744720, 3.711662], [3.292608, -1.999139, 4.168886], [5.575858, -3.530944, 4.671431], [5.251864, -1.888091, 4.667163], [6.925376, -3.391546, 2.677996], [6.519634, -1.648709, 2.601381], [-2.329758, -5.468164, 3.112263], [-2.735705, -5.950448, 4.496581], [-1.501742, -6.563759, 5.240061], [-1.793584, -7.655167, 6.314009], [-2.301728, -8.992182, 5.663937], [-2.332036, -10.217236, 6.619985], [-0.961617, -10.436633, 7.234077], [-0.429541, -9.182306, 7.976348], [-0.421549, -8.002844, 6.981499], [-2.786995, -7.147055, 7.413440], [-3.109139, -4.800139, 2.745650], [-2.382544, -6.368971, 2.500812], [-1.362518, -4.969248, 3.052046], [-3.591683, -6.623270, 4.444478], [-3.041233, -5.100626, 5.106959], [-0.904301, -5.794621, 5.729549], [-0.930905, -7.201254, 4.564886], [-1.633864, -9.126131, 4.812993], [-3.308148, -8.836859, 5.275228], [-2.649416, -11.171225, 6.198936], [-3.057309, -9.993905, 7.402423], [-0.211830, -10.757831, 6.511068], [-0.938931, -11.325779, 7.864158], [0.577796, -9.242203, 8.388397], [-1.032482, -8.890930, 8.836385], [0.323883, -8.200004, 6.211065], [-0.151488, -7.087245, 7.507673], [-3.673076, -6.730418, 6.934502], [-2.292645, -6.360661, 7.983792], [-3.025947, -8.060532, 7.958012], [-0.708199, -2.570159, 1.711675], [-0.401637, -1.663608, 0.575630], [0.425236, -0.418262, 1.071372], [0.717547, 0.712048, 0.146337], [1.367359, 0.159368, -1.191819], [1.630288, 1.200353, -2.254507], [0.374151, 1.914635, -2.633905], [-0.383993, 2.527531, -1.410468], [-0.485772, 1.535226, -0.195894], [1.682688, 1.607869, 0.870730], [-1.106032, -3.536820, 1.402790], [-1.391665, -2.084926, 2.408472], [0.062275, -2.904370, 2.406495], [-1.263898, -1.413526, -0.042483], [0.210111, -2.347610, -0.012596], [1.367885, -0.682426, 1.550678], [-0.070337, 0.070316, 1.910304], [0.608296, -0.482929, -1.638331], [2.245619, -0.406581, -0.881242], [2.037232, 0.733871, -3.151673], [2.453556, 1.816652, -1.893263], [-0.405758, 1.327498, -3.118792], [0.619249, 2.689952, -3.359788], [-1.329020, 2.961823, -1.736686], [0.118499, 3.419731, -1.036873], [-1.254699, 0.841867, -0.536643], [-0.832796, 2.068127, 0.689375], [1.860537, 2.515254, 0.293569], [2.669031, 1.152784, 0.960820], [1.356838, 1.912855, 1.865162], [3.350032, 4.100017, 6.376165], [3.235135, 5.182656, 5.217057], [2.261359, 4.770702, 4.057761], [1.968508, 5.868385, 3.036848], [1.406487, 5.255695, 1.681884], [-0.084408, 4.759124, 1.879521], [-0.938482, 5.827451, 2.396399], [-0.478392, 6.500149, 3.734384], [1.004767, 6.941470, 3.657176], [3.242411, 6.640894, 2.686812], [2.440279, 3.919436, 6.948743], [4.167160, 4.363805, 7.047584], [3.654681, 3.156567, 5.923178], [4.229211, 5.406894, 4.830231], [2.836199, 6.100925, 5.648037], [1.217902, 4.571638, 4.302030], [2.498969, 3.929332, 3.406812], [2.122158, 4.503474, 1.350107], [1.331839, 6.118438, 1.019904], [-0.190884, 3.858123, 2.483646], [-0.471770, 4.264477, 0.988810], [-1.943824, 5.411465, 2.462301], [-1.027665, 6.606901, 1.639685], [-0.546225, 5.713198, 4.485533], [-1.225653, 7.262602, 3.954276], [1.383812, 7.350958, 4.593517], [0.976558, 7.775110, 2.955497], [2.980576, 7.297468, 1.857090], [4.023022, 5.951033, 2.366133], [3.598188, 7.202799, 3.550399], [-4.393995, 1.878810, -1.466023], [-3.712589, 2.687235, -0.621501], [-3.668579, 0.747373, -1.626352], [-5.641549, 1.505332, -1.030852], [-4.558717, 2.674801, -3.306923], [-3.168221, 2.678303, -3.828787], [-5.522840, 1.844226, -4.050287], [-5.046014, 4.018846, -3.084724], [4.899226, 1.798903, 3.012814], [3.530211, 1.674595, 3.026542], [5.124643, 2.719868, 4.009590], [5.638194, 0.671615, 3.289215], [5.315302, 2.540095, 1.303394], [6.737790, 3.005827, 1.368846], [5.094422, 1.405896, 0.435907], [4.360933, 3.639363, 1.135196]],
  "forces_ev_per_a": [[-0.4, -0.1, 0.8], [0.0, -0.1, -0.1], [0.1, -0.6, -2.4], [0.4, 0.0, 1.8], [-0.9, 0.8, 0.2], [-0.6, -0.5, -0.4], [0.6, 0.4, 0.0], [-0.5, -1.4, -1.0], [-0.9, 1.3, -1.3], [2.4, 0.4, -0.7], [-0.9, 0.2, 1.5], [0.5, 0.1, 0.5], [0.2, -0.7, -0.6], [0.0, 0.6, -0.2], [0.2, -0.7, 1.4], [-0.1, 1.3, 0.0], [0.1, 0.3, 0.2], [-0.5, 0.2, -0.3], [0.0, -0.1, 0.1], [0.4, 0.1, 0.4], [-0.3, -0.1, -0.3], [0.1, 0.1, 0.5], [-0.2, 0.1, 0.2], [0.2, -0.2, -0.3], [-0.2, -0.9, -0.4], [0.3, 0.6, -1.3], [0.7, -0.1, 1.2], [-0.6, -1.5, -0.7], [0.7, 1.8, 0.2], [0.5, -1.0, -1.9], [-0.9, 0.5, 0.4], [-0.1, -0.9, 0.3], [-1.1, 1.6, 0.9], [-1.5, -1.1, -0.9], [0.0, -0.6, -0.7], [-0.2, 0.2, 0.7], [0.0, -0.2, 0.2], [0.1, -0.3, 0.6], [-0.2, 0.0, 0.2], [0.6, 0.1, 0.5], [-0.7, 0.4, -0.3], [-0.1, -0.1, 0.0], [0.4, -0.1, 0.1], [0.3, 0.2, -0.4], [0.3, -0.1, 0.3], [0.0, 0.4, 0.0], [0.1, 0.0, 0.0], [0.0, 0.2, 0.2], [1.4, 0.0, 0.2], [-0.2, 0.1, -0.1], [0.3, 1.5, -0.3], [0.2, 1.9, 1.5], [-1.8, -0.6, -0.7], [1.3, 1.4, 1.3], [0.4, -0.5, -0.6], [0.5, -1.0, -0.7], [0.5, -0.2, 1.1], [0.2, -0.1, -1.0], [0.2, -0.3, 0.3], [0.1, -0.4, -0.4], [-0.3, 0.2, 0.3], [-0.4, -0.4, -0.5], [0.1, 0.0, 0.0], [-0.1, -0.5, 0.2], [0.1, -0.8, -0.6], [0.3, 0.0, 0.5], [0.1, 0.3, 0.3], [-0.7, -0.2, 0.0], [-0.1, -0.2, -0.4], [0.4, 0.3, -0.3], [0.2, -0.1, -0.2], [-0.2, 0.4, -0.2], [0.0, 0.3, -0.5], [0.0, -0.2, 0.2], [0.1, 0.1, 0.0], [-0.2, -0.1, 0.8], [-0.6, -0.6, -0.1], [-0.8, -0.1, 0.4], [0.1, 0.4, -1.5], [-0.4, -2.2, 0.5], [1.5, 0.9, 1.6], [-1.9, 0.3, 0.0], [1.0, 0.6, -1.1], [-1.1, 0.8, 0.9], [0.9, 0.1, -0.8], [-1.0, -0.7, -0.1], [0.1, -0.2, -0.5], [0.6, -0.4, -0.1], [0.5, -0.1, 0.4], [-0.3, 0.1, 0.9], [0.0, 0.6, -0.4], [0.2, 0.5, -0.6], [0.5, -0.1, 0.5], [-0.3, 0.0, 0.0], [0.2, 0.3, -0.2], [-0.3, 0.1, 0.7], [0.1, 0.0, 0.0], [0.2, -0.1, 0.2], [0.1, 0.2, 0.0], [0.0, -0.7, -0.1], [0.1, 0.0, 0.0], [0.0, 0.3, -0.2], [0.2, -0.5, 0.2], [-0.3, 0.0, -0.2], [1.3, -0.4, -0.6], [-1.0, -0.2, -0.6], [0.7, -0.4, 1.3], [-1.9, 1.3, -1.2], [0.3, 0.4, -1.5], [1.1, -1.0, -1.1], [0.4, -0.9, 1.6], [0.5, 0.0, -0.2], [0.2, -0.1, 0.6], [0.2, 0.2, 0.0], [-0.1, -0.1, 0.1], [0.1, 0.1, 0.0], [0.1, -0.1, 0.0], [0.4, 0.2, -0.2], [0.3, 0.3, 0.0], [-0.6, -0.2, 0.0], [-0.6, 0.0, 0.0], [0.0, 0.2, -0.3], [0.2, 0.4, 0.6], [0.0, 0.1, -0.1], [-0.3, -0.3, 0.3], [0.3, -0.2, 0.0], [-0.6, -0.2, -0.3], [0.2, 0.1, 0.7], [-1.0, -0.3, -0.2], [0.4, 0.1, 0.1], [-0.4, 0.4, 0.5], [1.1, 0.6, -0.1], [-1.2, 0.1, -0.4], [1.5, -1.0, -0.4], [0.7, -0.7, 0.1], [1.2, 2.0, -0.2], [-0.6, -0.2, -0.8], [1.1, 0.3, 1.2], [-0.7, 0.3, -0.8], [-1.0, -0.3, 0.0], [-0.9, -0.3, 0.0], [0.3, -0.3, 0.0], [0.0, 0.0, 0.0], [-0.5, -0.2, -0.4], [0.1, 0.1, -0.1], [0.6, 0.0, 0.2], [-0.7, -0.1, 1.0], [-0.6, -0.9, 0.2], [0.4, 0.1, 0.1], [-0.5, -0.4, -0.1], [-0.2, 0.1, -0.4], [0.1, 0.8, -0.1], [-0.6, -0.5, 0.5], [0.0, 0.4, 0.2], [0.1, 0.1, 0.0], [-0.1, -0.2, -0.2], [0.1, -0.1, -0.1], [-0.1, 0.0, 0.4], [-1.1, 0.1, 0.7], [-0.1, -0.1, -0.1], [0.6, 0.5, 0.9], [-1.1, -2.1, 0.2], [0.0, 0.7, 0.4], [-0.6, -0.2, 0.4], [0.7, -0.1, -1.0], [0.1, 0.0, 0.9], [0.6, 0.9, 0.0], [0.2, 0.1, -0.6], [-0.2, 0.0, 0.1], [0.2, 0.0, 0.0], [0.1, -0.2, 0.0], [0.2, -0.2, 0.3], [0.0, -0.2, 0.0], [0.0, 0.2, 0.0], [-0.2, 0.2, -0.5], [0.2, 0.4, -0.4], [-0.2, 0.6, 0.3], [0.2, -0.4, -0.3], [0.3, 0.1, 0.0], [-0.2, 0.1, -0.3], [-0.5, -0.3, -0.3], [-0.2, -0.4, -0.4], [1.1, 0.4, -0.5], [0.0, 0.2, 0.1], [0.2, -0.1, 0.0], [-0.9, -0.6, 0.0], [1.1, 0.3, 1.5], [-1.2, -2.0, 0.2], [-0.3, -0.3, 0.8], [-0.4, 0.1, -0.1], [0.8, 1.0, 0.5], [1.1, -0.2, 1.0], [-1.0, 0.4, -0.9], [-0.3, 0.4, 0.7], [1.0, -0.8, -1.4], [0.2, 0.1, -0.1], [0.5, 0.2, -0.5], [0.0, -0.2, 0.1], [0.2, -0.1, -0.1], [-0.3, 0.0, 0.0], [0.1, -0.1, -0.1], [0.4, 0.7, -0.4], [0.1, -0.2, 0.1], [0.0, 0.4, 0.0], [-0.2, 0.5, -0.7], [-0.1, -0.2, 0.1], [-0.1, 0.4, -0.6], [-0.4, 0.2, 0.5], [0.1, -0.4, -0.3], [-0.3, -0.3, 0.0], [-0.3, 0.1, -0.4], [0.1, 0.1, -0.1], [0.1, -0.3, -0.1], [0.0, -0.3, 0.2], [-0.1, 0.6, 0.4], [-1.3, -0.5, 1.9], [2.1, 0.4, -0.4], [-1.0, -0.5, 0.4], [1.2, 0.7, -1.5], [-0.9, -0.1, 0.5], [0.7, -0.3, 0.6], [-1.3, 1.5, 0.7], [2.0, 0.3, 0.5], [-1.6, 0.0, -1.7], [1.0, 0.5, -0.6], [-0.5, 0.3, -0.3], [-0.5, -0.3, 0.0], [0.9, 0.5, -0.5], [-0.2, 0.2, 0.3], [0.4, 0.7, -0.8], [0.2, -0.4, -0.5], [-0.6, -0.1, 0.0], [-0.1, -0.4, 0.5], [0.0, 0.1, 0.1], [0.1, -0.5, 0.1], [-0.2, 0.6, -0.1], [0.4, -0.8, -0.2], [-0.1, 0.2, 0.1], [-0.4, -0.8, 0.3], [0.5, 0.1, -0.1], [-0.2, -0.3, 0.5], [0.1, -0.2, 0.1], [-0.2, -0.1, -0.1], [-0.2, -0.3, -0.1], [-0.5, -0.4, -0.1], [0.3, 0.3, -1.4], [-1.1, -1.0, 0.4], [-0.7, 0.3, -0.5], [0.4, 1.4, -0.4], [-1.5, 0.5, 2.0], [2.2, -1.5, -0.2], [-1.0, 1.7, 0.4], [0.4, -2.3, -0.7], [-1.3, 0.3, -1.4], [-0.4, -0.5, -0.2], [0.0, 0.3, -0.1], [-0.2, 0.2, 0.0], [-0.1, -0.1, 0.0], [-0.1, -0.2, -0.1], [0.1, 0.1, 0.1], [0.2, -0.4, 1.2], [0.9, -0.2, 0.4], [0.1, 0.2, 0.1], [0.3, -0.1, -0.2], [0.7, 0.0, 1.0], [0.1, 0.9, -0.9], [-0.2, 0.2, 0.5], [0.1, 0.2, -0.1], [-0.3, 0.2, 0.4], [0.7, 0.4, 0.3], [0.2, -0.5, 0.0], [0.6, 0.1, -0.2], [0.1, 0.2, 0.2], [-0.1, -0.2, 0.0], [-0.2, 0.0, -0.1], [-1.4, -0.1, -2.9], [-0.8, -0.6, -0.1], [0.1, 0.0, 0.7], [2.2, 0.9, 0.2], [-2.3, -0.4, -1.0], [-0.2, -0.5, 1.0], [2.3, 0.5, 1.6], [0.7, -0.1, 0.8], [1.2, 2.4, 0.6], [0.8, -1.5, 0.3], [0.1, -1.5, -1.3], [-2.1, 1.3, -0.4], [4.5, 1.7, 0.8], [-3.7, -1.3, 0.1], [-0.9, -0.9, -0.4], [-0.6, -0.5, 0.2]],
  "mulliken_charge": [-0.6538, 0.0939, -0.1192, -0.7991, 1.2334, -0.7966, -0.2103, -1.5781, -0.1189, 0.5113, -0.7978, 0.1483, 0.4262, 0.0813, -0.1978, 0.5944, 0.4144, 0.4916, 0.4837, 0.5042, 0.0939, 0.5627, 0.3905, 0.3433, -0.0524, -0.8548, -0.3831, -0.6751, -0.5931, 0.9930, -0.6163, 0.5408, -1.1230, 0.4726, -0.3869, -0.2990, 0.3185, 0.2473, 0.3898, 0.4633, 0.5090, 0.2433, 0.5507, 0.5104, 0.5020, -0.5526, 0.6557, -0.0385, 0.0409, 0.4480, -0.7853, 0.8853, -1.2063, 0.5646, -1.1918, 0.2459, 1.2152, -0.5887, -0.7828, 0.0303, 0.0356, 0.5227, 0.6545, -1.0428, 0.4097, 0.4835, 0.5322, 0.4231, 0.3762, 0.0335, -0.6347, -0.9192, -0.1760, 0.5106, 0.4688, 0.3970, 0.3546, -1.6134, 1.6677, -1.7581, 0.3050, -0.1997, -0.7659, -0.1112, -0.7577, -0.6355, 0.4597, 0.3068, 0.4204, 0.1518, -0.6886, 0.7123, 0.4772, 0.1499, 0.1974, -0.2872, 0.5377, 0.4840, -0.3895, 0.6202, 0.3175, 0.3622, 0.4000, 0.5448, -1.7045, 1.1112, -0.8354, 0.3134, -1.1946, -0.4847, 0.5101, -1.0430, -0.5296, 0.3215, 0.5827, 0.2658, 0.2425, -0.4931, 0.2357, 0.4695, 0.3627, 0.3850, 0.5539, 0.1294, 0.4135, -0.6096, 0.2668, 0.4343, 0.3937, 0.4834, 0.3669, -0.4624, -0.0866, -1.2763, 0.2925, -0.9469, -0.8364, 0.0469, -0.5626, -0.4949, 0.8133, -0.0889, -0.4555, 0.4774, 0.0312, 0.4395, 0.5307, 0.3726, 0.4335, 0.3796, 0.4836, 0.4412, 0.5008, -0.3050, 0.3443, 0.2398, 0.4372, 0.3040, -0.6433, -0.6592, 0.2741, 1.0277, -1.0285, 0.0607, -0.8105, -0.9458, -0.6632, -0.2910, 0.4565, 0.3198, 0.3583, 0.3715, -0.1186, -0.1098, 0.4658, 0.1798, 0.4371, 0.2663, -0.3981, 0.4249, 0.3746, 0.3828, 0.2852, 0.6026, 0.3732, -0.8188, -0.3578, -0.9853, 0.1894, -0.5307, -0.5950, -0.7832, -0.7161, -0.6899, -0.9102, -0.0312, 0.4050, 0.3027, 0.3476, 0.3630, 0.4206, 0.4259, 0.4371, 0.3151, 0.4280, 0.2788, 0.3422, 0.4264, 0.4229, 0.3332, 0.4075, 0.4736, 0.2848, 0.3439, 0.4740, -1.8603, 1.2189, -1.1842, 1.6647, -0.9668, 1.4422, 0.1777, 0.8325, -0.0397, -0.1343, 0.3385, 0.2422, 0.3871, 0.5833, -0.8795, 0.3763, 0.6383, 0.2181, 0.2648, 0.3723, -1.2015, -0.2496, 0.0210, -0.3022, -0.6016, 0.4050, -0.6746, -0.2955, -0.3746, 0.6099, -1.3372, -0.6097, -0.0651, 0.0491, -0.2696, 1.2892, -0.3507, -1.1193, -0.7538, -1.0340, 0.3801, 0.4010, 0.2585, 0.4947, 0.3455, 0.3626, -0.0075, -0.3515, 0.3351, 0.3527, -0.6331, -0.1297, -0.0390, 0.4486, 0.5229, 0.5886, 0.5281, 0.4909, 0.2323, 0.4727, 0.0542, 0.3088, -0.1653, -0.2388, 0.9602, -0.8224, -0.6556, -0.6077, 0.3248, -0.1964, -0.1992, -0.1685, 1.5075, -0.7013, -0.4818, -0.9307],
  "e_lumo_ha": -0.50597,
  "total_charge": 8,
  "orbital_gap_ha": 0.3236
}